(1)
This record from the Open Molecules 2025 dataset describes C20H25ClN6O in the gas phase. The level of theory is ωB97M-V/def2-TZVPD.

The net charge is 0. The energy above the lowest of the compared OMol25 structures with the same formula, charge and spin is 1.3 kJ/mol. As for the HOMO energy: -8.01 eV.

Element x y z (Å)
C  -4.743  -3.971  -1.241
H  -3.918  -4.503  -0.775
H  -5.180  -4.604  -2.007
H  -5.497  -3.767  -0.484
C  -4.242  -2.671  -1.865
N  -3.636  -1.821  -0.873
C  -4.266  -1.032  0.019
C  -3.283  -0.475  0.814
C  -2.071  -1.000  0.316
N  -2.329  -1.812  -0.707
C  -0.701  -0.746  0.795
O  -0.456  -0.137  1.816
N  0.232  -1.263  -0.060
C  1.613  -1.258  0.023
N  2.300  -2.287  -0.397
C  3.614  -1.931  -0.244
C  4.776  -2.642  -0.519
C  5.980  -2.020  -0.269
C  6.042  -0.722  0.241
C  4.899  -0.001  0.524
C  3.684  -0.618  0.277
N  2.380  -0.205  0.442
C  1.955  1.121  0.807
H  1.205  1.055  1.598
H  2.817  1.666  1.192
C  1.371  1.868  -0.405
N  0.807  3.135  0.016
C  -0.535  3.034  0.566
C  -1.623  2.827  -0.495
C  -1.554  3.938  -1.539
C  -0.144  4.012  -2.119
C  0.868  4.186  -0.980
H  1.885  4.234  -1.376
H  0.663  5.130  -0.463
H  0.079  3.093  -2.667
H  -0.061  4.848  -2.816
H  -2.284  3.762  -2.333
H  -1.797  4.893  -1.065
H  -1.487  1.857  -0.981
H  -2.601  2.817  -0.011
H  -0.564  2.221  1.291
H  -0.732  3.969  1.101
H  2.178  2.061  -1.117
H  0.639  1.214  -0.903
H  4.959  1.002  0.920
H  7.007  -0.273  0.420
H  6.903  -2.545  -0.472
H  4.722  -3.645  -0.912
H  -0.127  -1.936  -0.727
Cl  -3.496  0.625  2.096
H  -5.328  -0.909  0.037
H  -5.068  -2.130  -2.334
H  -3.477  -2.884  -2.613

Forces on atoms 1 to 3 (eV/Å):
0.1 0.2 -0.1
0.1 -0.1 0.0
-0.1 -0.1 -0.1

(2)
This record from the Open Molecules 2025 dataset describes C13H21Cl3N4 in the gas phase. The level of theory is ωB97M-V/def2-TZVPD.

The net charge is 0. As for the HOMO energy: -8.83 eV.

Element x y z (Å)
Cl  -5.140  0.102  -1.518
Cl  -3.184  -0.794  -3.578
Cl  -4.242  1.891  -3.464
N  -0.660  1.539  0.205
N  -1.827  -0.027  -1.016
N  -2.483  2.207  -1.076
C  -0.899  0.291  -0.155
C  -1.519  2.466  -0.242
C  -2.569  0.959  -1.531
N  -0.010  -0.727  0.193
C  -1.283  3.844  0.196
C  -3.677  0.519  -2.476
C  1.238  -1.576  4.407
C  2.520  -0.509  -3.397
C  0.919  -0.521  1.341
C  0.127  -1.936  -0.661
C  1.198  -0.215  3.808
C  1.948  -0.819  -2.024
C  0.219  -0.114  2.645
C  0.671  -1.629  -2.056
H  -0.815  4.395  -0.628
H  -2.229  4.325  0.402
H  -0.634  3.895  1.101
H  1.435  -2.373  3.665
H  1.975  -1.651  5.244
H  0.276  -1.793  4.897
H  1.773  0.088  -3.912
H  3.460  0.029  -3.312
H  2.715  -1.464  -3.933
H  1.428  -1.470  1.490
H  1.697  0.187  1.031
H  0.822  -2.658  -0.180
H  -0.860  -2.424  -0.722
H  0.872  0.504  4.552
H  2.214  0.080  3.456
H  2.711  -1.341  -1.451
H  1.777  0.171  -1.552
H  -0.685  -0.707  2.817
H  -0.083  0.893  2.594
H  0.857  -2.562  -2.545
H  -0.052  -1.077  -2.613

Forces on atoms 1 to 3 (eV/Å):
0.6 -0.5 0.1
-0.1 0.3 0.7
0.5 0.1 -0.2

(3)
This record from the Open Molecules 2025 dataset describes 12 unconnected molecules or ions with the total composition C3H29NO12. The level of theory is ωB97M-V/def2-TZVPD.

The net charge is 0. The energy above the lowest of the compared OMol25 structures with the same formula, charge and spin is 471.4 kJ/mol. As for the HOMO energy: -8.34 eV.

Element x y z (Å)
C  -2.813  1.689  -0.885
N  -2.498  0.281  -1.154
C  -1.276  -0.118  -0.521
C  -0.639  -1.351  -1.071
O  0.426  -1.782  -0.656
H  -2.675  2.226  -1.880
H  -3.810  1.803  -0.503
H  -2.283  2.349  -0.166
H  -3.288  -0.344  -1.039
H  -1.426  -0.097  0.577
H  -0.434  0.551  -0.712
H  -1.098  -1.926  -1.888
H  2.887  -1.477  -3.059
H  1.860  -1.170  -2.024
O  2.244  -0.795  -2.837
H  2.626  -2.655  0.462
H  1.835  -1.424  0.827
O  2.618  -1.705  0.310
H  -1.789  0.160  -4.297
H  -1.485  0.906  -3.055
O  -1.306  0.051  -3.469
H  -0.760  -3.480  2.714
H  0.303  -2.466  2.236
O  -0.640  -2.574  2.402
H  -1.692  -0.231  3.918
H  -0.919  -0.753  2.710
O  -1.579  -0.080  2.974
H  -0.188  2.893  0.361
H  1.021  3.830  0.348
O  0.226  3.613  0.848
H  0.752  0.217  2.273
H  1.909  -0.604  2.858
O  1.120  -0.674  2.304
H  -2.649  -1.284  1.230
H  -4.026  -0.780  1.835
O  -3.587  -1.163  1.076
H  2.625  0.096  -0.146
H  3.390  1.322  -0.719
O  2.898  1.009  0.052
H  0.939  0.502  -3.295
H  1.701  1.622  -2.818
O  0.782  1.435  -3.053
H  3.291  1.790  1.970
H  1.965  2.330  2.573
O  2.718  1.753  2.742

Forces on atoms 1 to 3 (eV/Å):
-0.1 0.8 -1.7
0.5 1.3 0.5
-0.3 -0.2 0.4

(4)
This record from the Open Molecules 2025 dataset describes 5 unconnected molecules or ions with the total composition C21H35F4NO6S4. The level of theory is ωB97M-V/def2-TZVPD.

The net charge is 0. As for the HOMO energy: -8.73 eV.

Element x y z (Å)
C  4.703  -1.040  0.290
C  3.585  -1.702  -0.587
F  3.509  -3.095  -0.295
C  2.186  -1.031  -0.403
C  0.979  -1.857  -0.295
C  -0.364  -1.291  -0.083
C  -1.639  -2.160  0.076
C  -2.596  -2.146  -1.173
C  -3.980  -2.707  -0.677
F  -3.833  -3.967  -0.134
F  -4.550  -1.922  0.295
F  -4.905  -2.813  -1.689
C  -0.440  0.151  0.003
C  0.744  1.019  -0.112
C  2.044  0.428  -0.298
C  0.296  2.486  0.038
O  0.982  3.468  -0.018
N  -1.143  2.477  0.295
C  -1.632  1.105  0.227
O  -2.787  0.786  0.310
H  4.301  -0.431  1.143
H  5.373  -0.401  -0.347
H  5.368  -1.816  0.761
H  3.907  -1.625  -1.663
H  1.121  -2.953  -0.380
H  -1.391  -3.224  0.308
H  -2.197  -1.745  0.962
H  -2.790  -1.129  -1.596
H  -2.276  -2.823  -2.005
H  2.947  1.076  -0.355
H  -1.238  2.775  1.277
C  -5.794  -4.889  -3.872
S  -5.871  -6.099  -5.205
O  -5.176  -5.510  -6.383
C  -7.645  -5.942  -5.493
H  -4.757  -4.792  -3.556
H  -6.158  -3.923  -4.225
H  -6.397  -5.234  -3.032
H  -7.890  -4.909  -5.743
H  -8.187  -6.252  -4.599
H  -7.917  -6.591  -6.325
C  -0.399  -4.047  4.526
S  -0.245  -2.712  3.326
O  0.038  -3.334  2.002
C  1.315  -2.070  3.960
H  -1.299  -4.615  4.293
H  0.471  -4.702  4.465
H  -0.485  -3.627  5.528
H  2.076  -2.851  3.935
H  1.173  -1.714  4.982
H  1.627  -1.239  3.327
C  5.365  3.897  0.910
S  4.284  3.747  -0.523
O  4.439  2.357  -1.055
C  5.239  4.840  -1.590
H  4.976  3.257  1.702
H  6.376  3.579  0.648
H  5.371  4.932  1.252
H  6.257  4.462  -1.693
H  5.250  5.843  -1.163
H  4.761  4.867  -2.569
C  0.649  6.884  3.175
S  1.024  6.061  1.613
O  2.427  6.416  1.250
C  -0.068  7.075  0.603
H  1.258  6.431  3.957
H  0.884  7.947  3.101
H  -0.406  6.748  3.412
H  0.212  8.126  0.693
H  -1.100  6.931  0.926
H  0.034  6.760  -0.435

Forces on atoms 1 to 3 (eV/Å):
0.4 -0.1 0.3
0.2 0.6 0.0
-0.1 1.2 -0.2

(5)
This record from the Open Molecules 2025 dataset describes a gas-phase ion, C5H10NOS (charge -1). The level of theory is ωB97M-V/def2-TZVPD.

The net charge is -1. The energy above the lowest of the compared OMol25 structures with the same formula, charge and spin is 531.2 kJ/mol. As for the HOMO energy (alpha / beta): -2.16 / -2.16 eV.

Element x y z (Å)
C  0.446  -1.214  0.836
C  0.041  -0.997  -0.573
C  0.176  -0.046  1.774
C  2.018  0.355  -1.292
C  -2.422  1.038  0.775
N  0.637  -0.141  -1.479
O  0.260  0.015  -2.725
S  -1.409  0.362  2.167
H  -0.302  -1.904  1.252
H  1.537  -1.565  0.964
H  -0.910  -1.162  -0.946
H  0.861  0.818  1.585
H  2.084  0.255  -0.186
H  2.657  -0.398  -1.722
H  2.055  1.256  -1.764
H  -1.872  0.714  -0.152
H  -2.517  2.176  0.780
H  -3.341  0.440  0.707

Forces on atoms 1 to 3 (eV/Å):
0.4 -0.3 1.1
2.9 3.9 -2.5
1.6 1.2 -0.6